1.
The following is a DFT calculation (ωB97M-V/def2-TZVPD) of a structure of composition C39H59Cl3CsN3O4PS3Se2 at a distorted geometry.

The HOMO-LUMO gap is 6.1 eV. The LUMO energy is 1.80 eV. The HOMO energy comes out at -4.29 eV. Its net charge is -1. The calculation puts the energy above the lowest of the compared OMol25 structures with the same formula, charge and spin at 57.0 kcal/mol.

Each line ends with the Löwdin charge.
Positions of all 115 atoms, in Å:
Cs (10.30, 15.30, 10.78)  0.98
Cl (10.11, 22.53, 11.97)  0.61
C (9.76, 20.87, 11.66)  -0.72
C (10.57, 20.08, 10.81)  -0.14
C (9.98, 18.94, 10.27)  -0.63
Cl (10.70, 18.08, 8.92)  0.60
C (8.77, 18.45, 10.80)  -0.50
O (8.34, 17.24, 10.52)  -0.39
C (8.03, 19.13, 11.88)  -0.64
Cl (6.66, 18.49, 12.69)  0.69
C (8.62, 20.28, 12.26)  -0.19
H (11.60, 20.45, 10.54)  0.12
H (8.15, 20.90, 13.07)  0.11
C (9.35, 11.81, 11.63)  -0.46
Se (10.67, 12.06, 13.05)  0.84
C (12.49, 11.32, 12.47)  -0.54
C (12.94, 10.22, 13.39)  -0.57
Se (14.50, 9.12, 12.62)  0.80
C (15.94, 10.06, 13.79)  -0.36
H (8.57, 12.55, 11.91)  0.02
H (8.83, 10.84, 11.68)  0.03
H (9.77, 12.04, 10.69)  -0.07
H (13.16, 12.16, 12.39)  0.04
H (12.17, 11.11, 11.43)  0.05
H (12.11, 9.51, 13.50)  0.04
H (13.29, 10.57, 14.39)  0.07
H (15.60, 11.08, 14.00)  0.01
H (16.82, 9.95, 13.18)  -0.02
H (15.90, 9.52, 14.75)  0.01
C (18.25, 13.92, 10.52)  -0.38
S (16.53, 14.08, 11.22)  0.73
C (16.13, 15.61, 10.47)  -0.48
H (18.75, 14.88, 10.71)  0.02
H (18.25, 13.62, 9.48)  0.03
H (18.81, 13.18, 11.12)  0.03
H (15.85, 15.56, 9.40)  0.04
H (16.90, 16.44, 10.69)  0.07
H (15.24, 15.93, 10.96)  0.01
O (11.55, 14.73, 18.58)  -0.39
P (11.38, 15.57, 19.89)  0.89
C (12.56, 17.12, 19.92)  -0.32
C (12.39, 18.08, 21.14)  -0.20
C (13.33, 19.29, 21.09)  -0.20
C (14.55, 19.07, 20.15)  -0.18
C (13.97, 18.89, 18.69)  -0.18
C (12.70, 17.98, 18.64)  -0.18
C (11.73, 14.50, 21.32)  -0.35
C (11.29, 13.02, 21.02)  -0.18
C (12.32, 11.98, 21.51)  -0.17
C (13.70, 12.29, 20.84)  -0.17
C (14.13, 13.75, 21.06)  -0.18
C (13.13, 14.52, 21.93)  -0.21
C (9.63, 16.25, 20.00)  -0.36
C (8.93, 16.20, 18.66)  -0.19
C (8.10, 14.93, 18.47)  -0.20
C (7.10, 14.64, 19.55)  -0.21
C (7.89, 14.58, 20.87)  -0.22
C (8.75, 15.80, 21.15)  -0.21
H (13.50, 16.51, 20.06)  0.11
H (12.53, 17.58, 22.14)  0.11
H (11.33, 18.43, 21.21)  0.10
H (13.57, 19.61, 22.09)  0.09
H (12.77, 20.13, 20.72)  0.10
H (15.18, 18.18, 20.35)  0.11
H (15.18, 19.97, 20.12)  0.10
H (14.71, 18.56, 18.00)  0.09
H (13.66, 19.91, 18.41)  0.10
H (12.79, 17.33, 17.75)  0.11
H (11.84, 18.61, 18.46)  0.10
H (11.07, 14.90, 22.06)  0.08
H (11.07, 12.84, 19.92)  0.12
H (10.41, 12.90, 21.55)  0.06
H (11.86, 10.97, 21.41)  0.12
H (12.43, 12.13, 22.58)  0.09
H (13.57, 12.18, 19.77)  0.11
H (14.39, 11.53, 21.15)  0.09
H (14.18, 14.26, 20.10)  0.10
H (15.16, 13.80, 21.53)  0.12
H (13.50, 15.51, 22.04)  0.08
H (13.02, 14.14, 22.91)  0.10
H (9.76, 17.28, 20.23)  0.08
H (9.68, 16.32, 17.85)  0.11
H (8.34, 17.11, 18.52)  0.12
H (8.79, 14.10, 18.38)  0.11
H (7.41, 14.84, 17.63)  0.11
H (6.62, 13.67, 19.33)  0.12
H (6.32, 15.43, 19.60)  0.12
H (8.43, 13.59, 20.92)  0.11
H (7.24, 14.48, 21.79)  0.12
H (9.26, 15.81, 22.15)  0.12
H (8.05, 16.64, 21.28)  0.12
N (9.24, 7.67, 4.98)  0.07
C (9.20, 8.83, 5.72)  -0.35
C (8.76, 10.00, 5.12)  -0.06
C (8.63, 11.20, 5.79)  -0.08
C (9.05, 11.25, 7.08)  -0.27
C (9.40, 10.01, 7.82)  -0.02
C (9.64, 8.88, 7.07)  -0.03
S (9.34, 12.79, 7.89)  0.55
O (9.53, 13.85, 6.93)  -0.36
O (8.34, 12.97, 8.93)  -0.36
N (10.70, 12.55, 8.80)  -0.18
C (11.90, 13.09, 8.55)  -0.72
S (12.38, 14.07, 7.14)  1.01
C (13.93, 13.81, 7.64)  -0.54
C (14.04, 13.26, 8.92)  -0.31
N (12.89, 12.85, 9.45)  0.03
H (8.73, 7.65, 4.07)  0.11
H (8.99, 6.82, 5.51)  0.09
H (8.56, 9.90, 4.03)  0.11
H (8.29, 12.13, 5.27)  0.14
H (9.43, 10.06, 8.92)  0.11
H (10.05, 8.00, 7.53)  0.10
H (14.75, 14.05, 6.98)  0.04
H (15.03, 13.05, 9.40)  0.05

2.
The following is a DFT calculation (ωB97M-V/def2-TZVPD) of a cluster of 5 separate species, C39H59ClN2O21P2S2 in total at a distorted geometry.

The HOMO-LUMO gap is 7.0 eV. The LUMO energy is -1.11 eV. The HOMO energy comes out at -8.09 eV. The SMILES is CCCCN(CCCCN1C(=O)c2c(O)c(C[C@H](C)Cl)c(P(=O)(O)O)c(P(=O)(O)O)c2C1=O)C(=S)SCCC.C[C@@H]1COC(=O)O1.C[C@@H]1COC(=O)O1.C[C@@H]1COC(=O)O1.C[C@@H]1COC(=O)O1. Its net charge is 0.

Each line ends with the Löwdin charge.
Positions of all 126 atoms, in Å:
C (-1.17, 5.88, -0.34)  -0.12
C (-2.21, 4.95, 0.41)  -0.26
C (-1.62, 3.61, 0.98)  -0.21
C (-0.94, 2.67, -0.08)  -0.18
N (-1.83, 2.01, -1.06)  -0.22
C (-2.15, 2.84, -2.24)  -0.18
C (-1.18, 2.35, -3.41)  -0.14
C (-1.19, 0.76, -3.59)  -0.15
C (0.24, 0.12, -3.64)  -0.13
N (1.08, 0.46, -2.48)  0.05
C (1.28, -0.58, -1.50)  -0.32
O (0.78, -1.65, -1.42)  0.16
C (2.37, 0.07, -0.59)  0.05
C (2.73, -0.12, 0.79)  -0.18
O (2.05, -1.04, 1.56)  0.01
C (3.83, 0.69, 1.35)  -0.11
C (4.16, 0.41, 2.86)  -0.16
C (5.17, -0.82, 3.01)  -0.60
C (5.74, -1.34, 1.63)  -0.12
Cl (4.16, -2.23, 3.67)  0.62
C (4.54, 1.71, 0.56)  -0.12
P (5.93, 2.71, 1.32)  0.57
O (5.45, 4.01, 1.87)  -0.29
O (7.14, 2.95, 0.21)  -0.16
O (6.67, 1.87, 2.57)  -0.16
C (4.14, 1.94, -0.87)  -0.12
P (4.91, 3.22, -1.98)  0.56
O (6.23, 2.85, -2.52)  -0.26
O (5.15, 4.60, -1.04)  -0.17
O (3.87, 3.72, -3.18)  -0.14
C (3.09, 1.09, -1.37)  -0.02
C (2.41, 0.96, -2.76)  -0.35
O (2.92, 1.17, -3.83)  0.14
C (-2.96, 1.36, -0.48)  -1.02
S (-4.42, 2.02, -0.12)  0.70
S (-2.74, -0.45, -0.15)  0.82
C (-2.33, -0.70, 1.63)  -0.45
C (-1.47, -2.05, 1.70)  -0.29
C (-2.21, -3.17, 2.53)  -0.12
H (-0.11, 5.52, -0.29)  0.06
H (-1.45, 5.91, -1.44)  0.06
H (-1.30, 6.94, 0.01)  0.07
H (-3.01, 4.66, -0.34)  0.07
H (-2.73, 5.58, 1.18)  0.11
H (-0.81, 3.91, 1.71)  0.12
H (-2.39, 3.09, 1.61)  0.09
H (-0.19, 3.29, -0.66)  0.11
H (-0.33, 1.89, 0.46)  0.12
H (-3.20, 2.62, -2.57)  0.11
H (-1.94, 3.93, -2.12)  0.09
H (-0.14, 2.61, -3.04)  0.10
H (-1.34, 2.92, -4.36)  0.10
H (-1.65, 0.56, -4.62)  0.10
H (-1.85, 0.23, -2.87)  0.08
H (0.08, -1.00, -3.72)  0.14
H (0.69, 0.41, -4.63)  0.13
H (2.33, -1.95, 1.35)  0.12
H (4.51, 1.33, 3.39)  0.11
H (3.18, 0.13, 3.35)  0.10
H (5.98, -0.64, 3.76)  0.09
H (4.92, -1.79, 1.02)  0.08
H (6.44, -2.18, 1.89)  0.09
H (6.30, -0.55, 1.07)  0.07
H (7.62, 3.75, 0.48)  0.10
H (7.13, 1.13, 2.13)  0.07
H (4.25, 4.85, -0.75)  0.08
H (3.12, 4.21, -2.80)  0.08
H (-3.30, -0.95, 2.15)  0.07
H (-1.84, 0.16, 2.13)  0.08
H (-0.42, -1.87, 2.04)  0.09
H (-1.39, -2.47, 0.66)  0.07
H (-2.20, -2.95, 3.63)  0.08
H (-3.21, -3.41, 2.11)  0.05
H (-1.57, -4.10, 2.40)  0.08
C (2.31, 3.96, -7.41)  -0.02
C (1.03, 3.26, -7.81)  -0.34
C (-0.13, 4.20, -8.06)  -0.10
O (-1.25, 3.35, -7.79)  0.07
C (-0.83, 2.42, -6.90)  -0.54
O (-1.55, 1.66, -6.32)  0.14
O (0.52, 2.45, -6.75)  0.08
H (3.05, 3.23, -7.07)  0.09
H (2.73, 4.52, -8.25)  0.09
H (2.14, 4.64, -6.58)  0.09
H (1.21, 2.61, -8.68)  0.16
H (-0.16, 4.57, -9.08)  0.14
H (-0.16, 5.04, -7.36)  0.14
C (-5.98, -7.77, 0.45)  -0.01
C (-5.03, -6.73, 0.98)  -0.33
C (-5.64, -5.37, 1.15)  -0.09
O (-4.51, -4.51, 1.04)  0.02
C (-3.61, -5.16, 0.25)  -0.54
O (-2.62, -4.66, -0.20)  0.16
O (-3.98, -6.45, 0.05)  0.10
H (-5.44, -8.68, 0.18)  0.09
H (-6.74, -8.03, 1.20)  0.09
H (-6.49, -7.42, -0.45)  0.09
H (-4.57, -7.08, 1.91)  0.16
H (-6.13, -5.24, 2.12)  0.15
H (-6.35, -5.11, 0.37)  0.10
C (5.64, -1.71, 6.66)  -0.05
C (5.75, -2.36, 8.02)  -0.34
C (5.85, -3.86, 7.99)  -0.10
O (5.33, -4.22, 9.26)  0.06
C (4.46, -3.23, 9.63)  -0.55
O (3.71, -3.30, 10.55)  0.17
O (4.56, -2.16, 8.79)  0.09
H (5.39, -0.65, 6.76)  0.09
H (6.58, -1.80, 6.11)  0.09
H (4.85, -2.17, 6.07)  0.01
H (6.59, -1.91, 8.58)  0.16
H (6.87, -4.21, 7.87)  0.14
H (5.22, -4.31, 7.22)  0.14
C (-7.54, -0.15, -1.22)  -0.02
C (-8.15, -1.47, -0.83)  -0.33
C (-7.59, -2.06, 0.44)  -0.09
O (-7.81, -3.46, 0.24)  0.03
C (-7.80, -3.67, -1.10)  -0.55
O (-7.78, -4.75, -1.61)  0.16
O (-7.83, -2.49, -1.78)  0.10
H (-7.85, 0.13, -2.23)  0.09
H (-7.85, 0.64, -0.53)  0.09
H (-6.45, -0.20, -1.23)  0.07
H (-9.24, -1.39, -0.79)  0.16
H (-8.10, -1.70, 1.33)  0.14
H (-6.51, -1.89, 0.55)  0.14

3.
The following is a DFT calculation (ωB97M-V/def2-TZVPD) of a structure of composition C39H60As2F6IrN4O4Si2 at a distorted geometry.

As for the spin multiplicity: 6. The HOMO-LUMO gap (spin up / spin down) is 7.6 / 6.0 eV. The LUMO energy (spin up / spin down) is -0.18 / -2.83 eV. The HOMO energy (spin up / spin down) comes out at -7.79 / -8.86 eV. Its net charge is 0.

Each line ends with the Löwdin spin population.
Positions of all 118 atoms, in Å:
Ir (-0.26, 0.20, 0.41)  2.51
C (-2.04, 4.11, -3.01)  0.00
C (-1.75, 2.96, -2.08)  0.00
C (-2.40, 1.67, -2.62)  0.03
C (-2.19, 3.23, -0.63)  0.03
C (-3.37, 3.92, -0.32)  0.00
C (-3.79, 4.15, 0.99)  0.03
C (-2.93, 3.83, 2.05)  0.00
C (-1.68, 3.27, 1.84)  0.03
C (-0.68, 3.05, 2.95)  0.01
C (0.23, 4.26, 3.23)  0.00
C (-1.29, 2.57, 4.29)  0.00
C (-1.37, 2.92, 0.50)  0.04
N (-0.15, 2.17, 0.27)  0.23
C (0.97, 2.91, 0.47)  0.04
O (1.14, 4.10, 0.32)  0.06
C (2.11, 2.08, 1.01)  0.01
C (3.31, 2.56, 1.47)  0.01
C (4.05, 1.72, 2.26)  0.00
C (3.50, 0.52, 2.66)  0.01
C (2.37, 0.08, 2.02)  0.01
N (1.75, 0.82, 1.16)  0.16
C (1.58, -1.19, 2.40)  0.03
O (1.95, -1.91, 3.27)  0.08
N (0.34, -1.23, 1.81)  0.28
C (-0.46, -2.39, 2.05)  0.04
C (-1.66, -2.26, 2.81)  0.04
C (-2.42, -3.42, 3.01)  0.00
C (-2.01, -4.62, 2.49)  0.03
C (-0.83, -4.77, 1.75)  0.00
C (-0.01, -3.66, 1.55)  0.03
C (1.34, -3.85, 0.89)  0.01
C (2.18, -4.62, 1.97)  0.00
C (1.21, -4.62, -0.38)  0.02
C (-2.01, -0.99, 3.53)  0.01
C (-1.25, -0.95, 4.87)  0.00
C (-3.50, -0.78, 3.83)  0.00
H (-1.64, 3.79, -3.99)  0.00
H (-1.56, 5.07, -2.81)  0.00
H (-3.11, 4.31, -3.21)  0.00
H (-0.67, 2.82, -2.16)  0.00
H (-3.48, 1.76, -2.67)  0.00
H (-2.12, 0.89, -1.96)  0.03
H (-2.10, 1.52, -3.62)  0.00
H (-4.00, 4.23, -1.11)  0.00
H (-4.77, 4.57, 1.20)  0.00
H (-3.23, 3.93, 3.09)  0.00
H (-0.09, 2.16, 2.62)  0.01
H (-0.44, 5.13, 3.39)  0.00
H (0.85, 4.54, 2.38)  0.00
H (0.83, 4.09, 4.12)  0.00
H (-1.73, 3.39, 4.84)  0.00
H (-0.51, 2.24, 4.94)  0.00
H (-2.07, 1.79, 4.20)  0.00
H (3.58, 3.60, 1.17)  0.00
H (5.07, 1.97, 2.62)  0.00
H (4.03, -0.15, 3.29)  0.00
H (-3.31, -3.39, 3.63)  0.00
H (-2.55, -5.55, 2.63)  0.00
H (-0.52, -5.77, 1.42)  0.00
H (1.70, -2.88, 0.67)  0.00
H (2.06, -5.70, 1.88)  0.00
H (2.02, -4.29, 2.98)  0.00
H (3.22, -4.34, 1.73)  0.00
H (0.63, -5.53, -0.30)  0.00
H (2.20, -4.91, -0.69)  0.00
H (0.64, -4.03, -1.11)  0.02
H (-1.61, -0.21, 2.95)  0.01
H (-1.38, -1.87, 5.41)  0.00
H (-1.56, -0.10, 5.47)  0.00
H (-0.17, -0.91, 4.67)  0.00
H (-3.84, -1.49, 4.55)  0.00
H (-4.23, -0.97, 2.98)  0.00
H (-3.65, 0.19, 4.31)  0.00
N (2.22, 5.78, -1.61)  0.00
C (1.70, 4.82, -2.57)  0.00
C (2.11, 3.43, -2.18)  0.00
O (3.32, 3.29, -1.57)  0.00
O (1.44, 2.47, -2.38)  0.00
H (2.17, 6.72, -1.96)  0.00
H (3.66, 4.20, -1.34)  0.00
H (1.58, 5.76, -0.85)  0.00
H (2.10, 5.04, -3.59)  0.00
H (0.63, 4.79, -2.66)  0.00
C (-2.72, -3.09, -0.59)  0.00
Si (-1.89, -2.73, -2.19)  0.10
C (-3.09, -1.75, -3.19)  0.04
C (-1.36, -4.29, -2.98)  0.01
As (-0.10, -1.23, -1.74)  0.82
Si (1.22, -1.37, -3.82)  0.07
C (2.18, 0.14, -4.14)  0.00
C (0.11, -1.40, -5.23)  0.02
C (2.01, -3.05, -3.65)  0.02
H (-3.66, -3.64, -0.76)  0.00
H (-3.03, -2.15, -0.13)  0.00
H (-2.10, -3.68, 0.07)  0.00
H (-3.60, -1.10, -2.49)  0.00
H (-3.90, -2.42, -3.50)  0.01
H (-2.84, -1.30, -4.13)  0.00
H (-2.29, -4.77, -3.28)  0.00
H (-0.95, -4.92, -2.24)  0.00
H (-0.75, -4.16, -3.88)  0.00
H (1.56, 1.01, -4.25)  0.00
H (2.65, -0.18, -5.09)  0.00
H (2.92, 0.36, -3.34)  0.00
H (-0.37, -0.43, -5.32)  0.00
H (-0.61, -2.21, -5.16)  0.00
H (0.72, -1.60, -6.15)  0.00
H (2.87, -3.01, -3.04)  0.00
H (2.34, -3.33, -4.66)  0.00
H (1.27, -3.78, -3.34)  0.00
F (2.59, -1.75, -1.20)  0.04
As (4.31, -1.70, -0.81)  0.00
F (3.96, -2.00, 0.90)  0.00
F (6.02, -1.68, -0.44)  0.00
F (4.35, -3.41, -1.10)  0.00
F (4.67, -1.44, -2.52)  0.00
F (4.09, 0.00, -0.51)  0.00